(1)
# CH9O3S

4 unconnected molecules or ions with the total composition CH9O3S (the ωB97M-V functional and the def2-TZVPD basis, the OMol25 dataset).

Structure (XYZ):
```
14
Properties=species:S:1:pos:R:3
C 0.1855 0.9120 1.8711
S -0.6128 -0.7038 1.6531
H -0.4989 1.6870 2.2683
H 1.0191 0.8234 2.5760
H 0.5637 1.3766 0.9437
H -2.1865 1.0313 -0.4529
H -1.3734 -0.2021 -0.2988
O -1.8139 0.3380 -1.0073
H 0.5501 -1.5208 -0.1262
H 0.5854 -2.6455 -1.1376
O 1.1892 -2.0633 -0.6537
H 1.4261 -0.1463 -1.8999
H 0.0711 0.4824 -1.6069
O 0.8954 0.6311 -2.1288
```

As for the maximum force: 0.9 eV/Å. The value obtained for the energy relative to the best compared isomer or geometry (same formula, charge and spin) is 5.39 kcal/mol. The charge is -1. As for the highest occupied orbital energy: -3.34 eV. The LUMO energy comes out at 3.991 eV.

=====

(2)
# C55H49Cl3CuN3O3P2SSi

A molecular structure, C55H49Cl3CuN3O3P2SSi (the ωB97M-V functional and the def2-TZVPD basis, the OMol25 dataset).

Structure (XYZ):
```
118
Properties=species:S:1:pos:R:3
Cu 0.6216 -0.4831 0.2012
C 4.3268 1.0818 -0.0464
Si 3.3005 -0.4932 0.1348
C 3.7851 -1.3597 1.7509
C 5.1232 -1.4722 2.1283
C 5.4909 -2.1910 3.2468
C 4.5254 -2.8216 4.0217
C 3.1937 -2.7060 3.6824
C 2.8266 -1.9658 2.5616
P 1.0860 -1.7054 2.1284
C 0.3718 -0.7743 3.5159
C -0.9977 -0.5197 3.4806
C -1.5967 0.2508 4.4566
C -0.8263 0.8034 5.4702
C 0.5409 0.5783 5.4955
C 1.1386 -0.2105 4.5274
C 0.3772 -3.3772 2.2237
C 0.9417 -4.3276 1.3753
C 0.4104 -5.5981 1.2981
C -0.6977 -5.9348 2.0646
C -1.2613 -4.9938 2.9072
C -0.7306 -3.7180 2.9847
C 3.7441 -1.6672 -1.2889
C 5.0567 -2.0878 -1.4832
C 5.3900 -2.9291 -2.5280
C 4.4128 -3.3577 -3.4136
C 3.1035 -2.9419 -3.2531
C 2.7728 -2.1004 -2.1964
P 1.1039 -1.4296 -1.9380
C 1.0858 0.1194 -2.9027
C -0.0430 0.9240 -2.7986
C -0.1110 2.1274 -3.4691
C 0.9608 2.5507 -4.2423
C 2.0942 1.7598 -4.3423
C 2.1557 0.5434 -3.6792
C 0.0006 -2.5781 -2.8279
C -0.8093 -2.2170 -3.8977
C -1.6503 -3.1517 -4.4783
C -1.6854 -4.4510 -4.0056
C -0.8798 -4.8189 -2.9376
C -0.0520 -3.8858 -2.3468
H 5.3689 0.8335 -0.2066
H 4.2622 1.6973 0.8409
H 4.0029 1.6651 -0.8991
H 5.8908 -0.9986 1.5403
H 6.5315 -2.2701 3.5160
H 4.8139 -3.3897 4.8901
H 2.4353 -3.1816 4.2886
H -1.6007 -0.9052 2.6686
H -2.6610 0.4266 4.4214
H -1.2892 1.4065 6.2332
H 1.1465 1.0137 6.2728
H 2.2064 -0.3755 4.5617
H 1.8119 -4.0716 0.7820
H 0.8651 -6.3297 0.6523
H -1.1059 -6.9300 2.0164
H -2.1060 -5.2555 3.5232
H -1.1680 -3.0001 3.6673
H 5.8302 -1.7721 -0.8038
H 6.4102 -3.2549 -2.6517
H 4.6721 -4.0088 -4.2329
H 2.3464 -3.2645 -3.9536
H -0.8732 0.6099 -2.1786
H -0.9902 2.7419 -3.3821
H 0.9132 3.4948 -4.7636
H 2.9306 2.0834 -4.9430
H 3.0415 -0.0701 -3.7718
H -0.7796 -1.2120 -4.2896
H -2.2691 -2.8640 -5.3107
H -2.3321 -5.1771 -4.4707
H -0.8956 -5.8298 -2.5701
H 0.5694 -4.1768 -1.5099
N -2.5731 -3.9691 -0.4009
C -3.4776 -2.9258 0.0517
C -2.6522 -1.6957 0.3264
O -3.0735 -0.6571 0.7425
O -1.3650 -1.9237 0.0836
H -2.5116 -4.7496 0.2374
H -1.3325 -2.8782 -0.2041
H -2.7893 -4.3087 -1.3300
H -4.0119 -3.1738 0.9753
H -4.2347 -2.6590 -0.6915
Cl -5.9480 1.0473 -2.1233
C -5.0312 2.1113 -1.1084
C -3.8814 2.7059 -1.5995
C -3.1492 3.5335 -0.7697
C -3.5418 3.7807 0.5413
C -2.6916 4.6553 1.4480
C -1.8026 3.8258 2.3934
N -0.8030 3.0860 1.6629
C 0.4589 3.4875 1.3386
C 1.0260 2.4620 0.6594
N 0.1414 1.4224 0.5835
C -0.9497 1.8349 1.1994
O -1.8080 5.4718 0.7033
C -2.4238 6.5553 0.0162
C -1.7483 6.7420 -1.3078
C -2.3082 7.3955 -2.3671
Cl -3.8744 8.0959 -2.4079
S -1.2744 7.4649 -3.7355
C -0.0627 6.5995 -2.8881
C -0.4412 6.2835 -1.6230
C -4.6990 3.1655 0.9933
Cl -5.2295 3.4212 2.6299
C -5.4556 2.3361 0.1881
H -3.5680 2.5207 -2.6126
H -2.2559 4.0059 -1.1379
H -3.3466 5.2826 2.0818
H -2.4098 3.1059 2.9539
H -1.3037 4.4807 3.1108
H 0.8175 4.4594 1.5893
H 1.9943 2.4019 0.2221
H -1.8491 1.2673 1.2998
H -2.3396 7.4648 0.6327
H -3.4889 6.3569 -0.1418
H 0.8689 6.3876 -3.3694
H 0.1703 5.7461 -0.9307
H -6.3495 1.8710 0.5673
```

As for the maximum force: 1.3 eV/Å. The spin multiplicity is 2. The expectation value of S² is 0.75. The charge is +1. As for the highest occupied orbital energy (spin up / spin down): -8.81 / -10.16 eV. The LUMO energy (spin up / spin down) comes out at -1.603 / -2.982 eV.

=====

(3)
# C4H12N2O

2 unconnected molecules or ions with the total composition C4H12N2O (the ωB97M-V functional and the def2-TZVPD basis, the OMol25 dataset).

Structure (XYZ):
```
19
Properties=species:S:1:pos:R:3
O 2.7807 -1.4365 1.5213
C 2.1927 -0.4881 1.0204
N 0.8331 -0.3639 1.0832
C 2.8970 0.6330 0.2881
H 0.3441 0.4305 0.6632
H 0.3031 -1.0932 1.5667
H 3.9833 0.4419 0.2922
H 2.7086 1.6029 0.7785
H 2.5547 0.6956 -0.7586
N -0.4650 -3.6223 2.8834
C -0.2976 -4.6471 0.6704
C -0.7183 -4.8494 2.1177
H -0.7433 -3.7492 3.8627
H 0.5423 -3.4273 2.8968
H -0.8435 -3.7933 0.2349
H -0.5165 -5.5471 0.0714
H 0.7841 -4.4400 0.6116
H -1.8068 -5.0462 2.1618
H -0.1990 -5.7363 2.5289
```

As for the maximum force: 0.9 eV/Å. The value obtained for the energy relative to the best compared isomer or geometry (same formula, charge and spin) is 7.36 kcal/mol. The charge is 0. As for the highest occupied orbital energy: -9.39 eV. The LUMO energy comes out at 0.947 eV.

=====

(4)
# C3F4N3

A gas-phase ion, C3F4N3 (charge +1) (the ωB97M-V functional and the def2-TZVPD basis, the OMol25 dataset).

Structure (XYZ):
```
10
Properties=species:S:1:pos:R:3
C -1.5221 -0.3500 -0.0114
C -0.1540 1.5612 0.0398
C 0.6976 -1.1111 0.0098
N -1.2237 1.0259 0.0723
N -0.6524 -1.2632 -0.0288
N 1.2373 0.0498 -0.0816
F -2.7721 -0.5908 -0.0653
F 0.4768 2.6137 0.0472
F 1.3617 -2.2113 0.1127
F 2.5508 0.2758 -0.0947
```

As for the maximum force: 2.8 eV/Å. The value obtained for the energy relative to the best compared isomer or geometry (same formula, charge and spin) is 0.00 kcal/mol. The charge is +1. As for the highest occupied orbital energy: -16.86 eV. The LUMO energy comes out at -6.273 eV.

=====

(5)
# C47H37Br4N8O4PTi

A molecular structure, C47H37Br4N8O4PTi (the ωB97M-V functional and the def2-TZVPD basis, the OMol25 dataset).

Structure (XYZ):
```
102
Properties=species:S:1:pos:R:3
Ti -0.1527 0.4459 0.1055
C -0.0878 1.8973 7.3680
C -0.0069 1.3084 5.9857
C -0.3385 -0.0122 5.7239
C -0.2642 -0.5450 4.4474
C 0.1165 0.2210 3.3257
N 0.1447 -0.2946 2.0522
C -0.4799 -1.5560 1.9590
C -1.9697 -1.5751 1.9668
C -2.6836 -2.9376 2.0352
C -1.8379 -4.1317 1.5232
C -2.3271 -5.4659 2.0609
C -0.3729 -3.9789 1.6635
C 0.2209 -2.7358 1.7644
N 1.6489 -2.6739 1.6901
C 2.5000 -2.3699 2.6883
C 3.7733 -2.4838 2.1801
C 3.5739 -2.8682 0.8422
N 2.2885 -2.9858 0.5507
C 0.5106 1.5437 3.6241
C 0.4360 2.0593 4.9025
N 0.9908 2.4278 2.6131
C 0.4607 3.6360 2.3106
C 1.3844 4.3046 1.5479
C 2.4661 3.4062 1.4523
N 2.2339 2.2827 2.1085
H -0.6060 1.2176 8.0474
H 0.9023 2.0932 7.7912
H -0.6333 2.8444 7.3693
H -0.6691 -0.6529 6.5367
H -0.5364 -1.5832 4.3032
H -2.3391 -0.8311 2.6742
H -3.2937 -3.1298 2.9196
H -3.4145 -5.5404 1.9681
H -1.8851 -6.2916 1.4939
H -2.0655 -5.5946 3.1152
H 0.2715 -4.8393 1.5198
H 2.1259 -2.0573 3.6497
H 4.6997 -2.2779 2.6877
H 4.3062 -3.0394 0.0688
H 0.7467 3.0902 5.0413
H -0.5376 3.8789 2.6353
H 1.2705 5.2629 1.0708
H 3.3940 3.5203 0.9112
Br 3.5454 4.9592 -3.6534
C 3.0841 3.5199 -2.5060
C 4.0040 2.5303 -2.2064
Br 5.7733 2.6168 -2.8811
C 3.6237 1.4267 -1.4243
Br 4.8548 0.1269 -0.8274
C 2.3082 1.2823 -0.9973
O 1.8110 0.2572 -0.3730
C 1.4021 2.3759 -1.1871
O 0.2811 2.2791 -0.5304
C 1.7857 3.4500 -1.9729
Br 0.4954 4.8107 -2.2255
N -0.3520 -1.8397 -2.3388
P 0.0279 -0.2474 -2.7426
C -1.0358 0.1514 -4.1819
C -1.1597 1.4912 -4.5415
C -1.9448 1.8582 -5.6242
C -2.6387 0.8905 -6.3389
C -2.5492 -0.4431 -5.9621
C -1.7505 -0.8097 -4.8874
C 1.6240 -0.5595 -3.5817
C 2.0539 0.2432 -4.6397
C 3.3184 0.0801 -5.1820
C 4.1696 -0.8982 -4.6847
C 3.7529 -1.6937 -3.6291
C 2.4958 -1.5181 -3.0660
C -1.1774 -2.1679 -1.2475
C -1.5546 -3.4667 -1.0838
C -2.4188 -3.8704 0.0459
C -3.2624 -2.7174 0.6053
C -2.5427 -1.3487 0.5172
N -1.5307 -1.0969 -0.4927
H 0.0520 -2.6192 -2.8321
H -0.6659 2.2517 -3.9451
H -2.0340 2.9040 -5.8932
H -3.2636 1.1774 -7.1771
H -3.1074 -1.1991 -6.5027
H -1.6935 -1.8461 -4.5749
H 1.4026 1.0125 -5.0356
H 3.6440 0.7285 -5.9869
H 5.1627 -1.0188 -5.1008
H 4.4230 -2.4327 -3.2069
H 2.2118 -2.0922 -2.1902
H -1.1887 -4.2069 -1.7865
H -3.0344 -4.7342 -0.2276
H -4.3255 -2.7181 0.3668
H -3.2649 -0.5337 0.5117
O -2.4090 1.7512 -1.7744
C -2.6239 2.1202 -0.6360
C -3.5713 3.2761 -0.3084
C -3.5907 3.2953 1.2081
C -2.6197 2.1752 1.6000
O -2.4101 1.8795 2.7683
N -2.0695 1.5926 0.5033
H -4.5386 3.0866 -0.7750
H -3.1541 4.1781 -0.7579
H -4.5653 3.0863 1.6514
H -3.2247 4.2251 1.6471
```

As for the maximum force: 0.6 eV/Å. The spin multiplicity is 3. The expectation value of S² is 2.03. The value obtained for the energy relative to the best compared isomer or geometry (same formula, charge and spin) is 26.05 kcal/mol. The charge is -2. As for the highest occupied orbital energy (spin up / spin down): -1.75 / -1.93 eV. The LUMO energy (spin up / spin down) comes out at 3.928 / 3.928 eV.

=====

Look up the maximum force of the second one. 1.3 eV/Å

=====

Which value of charge does entry 3 give? 0